Record 1
{
  "formula": "C34H37BaN4O3PS",
  "method": "wB97M-V/def2-TZVPD",
  "gap_ev": 8.16,
  "e_above_lowest_kcal_mol": 0.0,
  "charge": 2,
  "symbols": ["Ba", "C", "O", "C", "C", "O", "C", "C", "O", "C", "H", "H", "H", "H", "H", "H", "H", "H", "H", "H", "H", "H", "H", "H", "N", "C", "C", "C", "C", "C", "C", "P", "C", "C", "C", "C", "C", "C", "C", "C", "C", "C", "C", "C", "H", "H", "H", "H", "H", "H", "H", "H", "H", "H", "H", "H", "H", "H", "H", "H", "N", "C", "C", "C", "C", "C", "C", "N", "C", "C", "C", "S", "C", "N", "H", "H", "H", "H", "H", "H", "H"],
  "coordinates": [[-0.4485, 0.4297, 0.3985], [-4.1041, 0.4574, 0.5347], [-3.0030, -0.4278, 0.2872], [-3.2802, -1.4339, -0.6936], [-2.7750, -1.0051, -2.0581], [-1.3803, -0.6622, -2.0159], [-0.4663, -1.6641, -2.4594], [-0.3504, -2.8265, -1.4951], [-0.1149, -2.3016, -0.1913], [0.1106, -3.3587, 0.7553], [-4.9382, -0.0942, 0.9693], [-4.4290, 0.9468, -0.3862], [-3.7645, 1.2108, 1.2425], [-4.3534, -1.6327, -0.7305], [-2.7812, -2.3431, -0.3611], [-3.3001, -0.1113, -2.3973], [-2.9445, -1.7951, -2.7940], [0.5029, -1.1669, -2.5422], [-0.7532, -2.0274, -3.4488], [0.4762, -3.4744, -1.7988], [-1.2608, -3.4352, -1.4986], [0.9590, -3.9700, 0.4459], [-0.7774, -3.9907, 0.8351], [0.3323, -2.9090, 1.7197], [3.0073, -0.6540, 1.0870], [2.9246, -1.7758, 1.9529], [3.5611, -2.9733, 1.6534], [3.4153, -4.0699, 2.4897], [2.6432, -3.9834, 3.6406], [2.0032, -2.7930, 3.9466], [2.1298, -1.6845, 3.1079], [1.1825, -0.1667, 3.3037], [-0.0457, -0.4599, 4.6078], [-1.2039, -1.1611, 4.2625], [-2.2176, -1.3551, 5.1862], [-2.0959, -0.8252, 6.4674], [-0.9554, -0.1173, 6.8147], [0.0690, 0.0629, 5.8922], [2.3574, 1.0343, 3.9887], [3.5021, 0.6394, 4.6779], [4.3769, 1.5916, 5.1859], [4.1092, 2.9419, 5.0167], [2.9673, 3.3453, 4.3337], [2.1004, 2.3977, 3.8152], [3.6673, -0.8156, 0.3366], [3.2882, 0.1902, 1.5729], [4.1862, -3.0406, 0.7696], [3.9213, -4.9960, 2.2498], [2.5443, -4.8370, 4.2972], [1.3896, -2.7116, 4.8354], [-1.3128, -1.5761, 3.2627], [-3.1016, -1.9155, 4.9113], [-2.8860, -0.9663, 7.1928], [-0.8540, 0.2915, 7.8118], [0.9595, 0.6111, 6.1740], [3.7072, -0.4147, 4.8213], [5.2647, 1.2758, 5.7175], [4.7918, 3.6795, 5.4171], [2.7572, 4.3988, 4.2033], [1.2106, 2.7234, 3.2858], [-2.1199, 4.9416, 1.0490], [-2.1927, 4.6757, 2.4066], [-2.5853, 5.4469, 3.4929], [-2.5507, 4.8297, 4.7287], [-2.1505, 3.4931, 4.8705], [-1.7646, 2.7322, 3.7848], [-1.7764, 3.3479, 2.5342], [-1.4470, 2.8438, 1.2770], [-1.6746, 3.8207, 0.4295], [-1.4999, 3.7099, -1.0112], [-1.8092, 4.6384, -1.9591], [-1.4617, 4.0154, -3.5130], [-0.9436, 2.5604, -2.8078], [-1.0034, 2.5248, -1.5056], [-2.3411, 5.8169, 0.6054], [-2.9039, 6.4744, 3.3796], [-2.8446, 5.3857, 5.6084], [-2.1492, 3.0444, 5.8549], [-1.4707, 1.6964, 3.9140], [-2.2184, 5.6276, -1.8344], [-0.6008, 1.7298, -3.4074]],
  "lowdin_charge": [1.830, -0.057, -0.386, -0.173, -0.142, -0.303, -0.169, -0.192, -0.358, -0.051, 0.106, 0.103, 0.081, 0.145, 0.119, 0.136, 0.146, 0.134, 0.144, 0.146, 0.133, 0.102, 0.108, 0.067, 0.069, -0.350, -0.035, -0.063, -0.066, -0.075, -0.367, 0.978, -0.411, -0.128, -0.067, -0.060, -0.059, -0.071, -0.403, -0.077, -0.056, -0.058, -0.065, -0.102, 0.094, 0.073, 0.119, 0.116, 0.114, 0.113, 0.088, 0.111, 0.114, 0.115, 0.110, 0.111, 0.115, 0.114, 0.111, 0.085, 0.194, -0.173, 0.005, -0.057, -0.057, -0.014, -0.239, -0.004, -0.290, -0.326, -0.305, 1.119, -0.456, -0.083, 0.171, 0.121, 0.116, 0.110, 0.089, 0.088, 0.087]
}



Record 2
{
  "formula": "C34H37BrN7O3PRh",
  "method": "wB97M-V/def2-TZVPD",
  "gap_ev": [5.08, 5.08],
  "e_above_lowest_kcal_mol": 45.8,
  "charge": 1,
  "symbols": ["Rh", "C", "C", "C", "C", "C", "C", "C", "C", "N", "C", "O", "C", "C", "C", "C", "C", "N", "C", "O", "N", "C", "C", "C", "C", "C", "C", "C", "C", "H", "H", "H", "H", "H", "H", "H", "H", "H", "H", "H", "H", "H", "H", "H", "H", "H", "H", "H", "H", "H", "O", "C", "C", "C", "N", "C", "Br", "C", "H", "H", "H", "H", "C", "N", "C", "N", "C", "N", "C", "P", "C", "C", "H", "H", "H", "H", "H", "H", "H", "H", "H", "H", "H", "H"],
  "coordinates": [[-0.3533, 0.5911, -0.4196], [-3.4797, 1.2422, -1.1310], [-3.9076, -0.1910, -1.0897], [-5.1111, -0.5153, -1.6862], [-5.6022, -1.8106, -1.6620], [-4.8499, -2.8094, -1.0665], [-3.6403, -2.5402, -0.4527], [-2.8766, -3.6733, 0.1537], [-3.1706, -1.1951, -0.4059], [-2.0362, -0.8863, 0.2914], [-1.8132, -1.3764, 1.5320], [-2.6844, -1.7308, 2.3116], [-0.3704, -1.3830, 1.9450], [0.0616, -1.9918, 3.1192], [1.4151, -1.9553, 3.4229], [2.2905, -1.3148, 2.5608], [1.7764, -0.7365, 1.4081], [0.4839, -0.7830, 1.1324], [2.6387, -0.0479, 0.3908], [3.8500, 0.0369, 0.5166], [1.9264, 0.4327, -0.6336], [2.4984, 1.0391, -1.7303], [2.8195, 2.4133, -1.7053], [2.7282, 3.1837, -0.4277], [3.2617, 3.0236, -2.8643], [3.4078, 2.2976, -4.0359], [3.1464, 0.9356, -4.0436], [2.7127, 0.2844, -2.9045], [2.5352, -1.2004, -2.8638], [-3.5736, 1.6412, -2.1406], [-2.4375, 1.3560, -0.7964], [-4.1264, 1.8394, -0.4870], [-5.6806, 0.2715, -2.1588], [-6.5597, -2.0349, -2.1056], [-5.2200, -3.8227, -1.0700], [-3.1515, -4.6088, -0.3270], [-3.1226, -3.7576, 1.2131], [-1.7978, -3.5346, 0.0831], [-0.6620, -2.4766, 3.7538], [1.7776, -2.4102, 4.3305], [3.3517, -1.2538, 2.7431], [1.8906, 2.8285, 0.1774], [2.6173, 4.2466, -0.6287], [3.6455, 3.0356, 0.1438], [3.4849, 4.0795, -2.8444], [3.7358, 2.7905, -4.9366], [3.2866, 0.3625, -4.9460], [2.4905, -1.6188, -3.8661], [1.6450, -1.4756, -2.2959], [3.3899, -1.6363, -2.3443], [-0.7985, -1.2700, -6.6031], [-0.7476, -1.0259, -5.2959], [-0.9818, -1.9965, -4.3174], [-0.9330, -1.6280, -2.9897], [-0.7118, -0.3810, -2.5855], [-0.5094, 0.5362, -3.5235], [-0.3593, 2.3082, -2.8610], [-0.4744, 0.2816, -4.8750], [-1.0149, -2.1930, -6.7978], [-1.2189, -3.0157, -4.5834], [-1.1122, -2.3593, -2.2162], [-0.2712, 1.0572, -5.5957], [-1.2437, 3.1101, 4.2551], [0.0717, 3.3395, 3.6829], [0.1347, 4.6745, 3.1108], [-0.9080, 4.8912, 2.1222], [-2.2065, 4.6295, 2.7159], [-2.2833, 3.2832, 3.2595], [-2.2527, 2.2669, 2.2411], [-0.6628, 2.2781, 1.2302], [0.4556, 2.3180, 2.7509], [-0.6861, 4.1381, 0.9190], [-1.4039, 3.8316, 5.0604], [-1.2970, 2.1006, 4.6694], [1.1095, 4.8155, 2.6390], [0.0143, 5.4044, 3.9168], [-2.9846, 4.7633, 1.9609], [-2.3726, 5.3445, 3.5282], [-3.0995, 2.4226, 1.5683], [-2.3639, 1.2814, 2.7047], [1.4931, 2.4779, 2.4435], [0.3950, 1.3416, 3.2453], [-1.4814, 4.3566, 0.1985], [0.2584, 4.4526, 0.4690]],
  "lowdin_charge": [0.839, -0.075, -0.213, -0.057, -0.072, -0.048, -0.205, -0.043, -0.221, 0.052, -0.515, 0.073, -0.174, 0.041, -0.002, 0.040, -0.170, 0.093, -0.485, 0.093, 0.038, -0.277, -0.252, -0.034, -0.060, -0.065, -0.049, -0.222, -0.026, 0.081, -0.032, 0.086, 0.114, 0.104, 0.113, 0.084, 0.086, 0.075, 0.131, 0.123, 0.132, 0.020, 0.084, 0.103, 0.114, 0.107, 0.113, 0.083, 0.054, 0.098, 0.120, -0.290, 0.036, -0.109, -0.032, -0.680, 0.937, -0.006, 0.136, 0.128, 0.121, 0.130, -0.167, -0.146, -0.162, -0.141, -0.165, -0.142, -0.276, 1.016, -0.287, -0.287, 0.139, 0.137, 0.137, 0.140, 0.136, 0.140, 0.088, 0.100, 0.095, 0.093, 0.101, 0.082]
}



Record 3
{
  "formula": "C34H37Cl3F9IN2O8S2",
  "method": "wB97M-V/def2-TZVPD",
  "gap_ev": 8.47,
  "smiles": "C/C(Cl)=C(\\Cl)c1cc(CN)c2c(c1)Sc1cc(CCC(=O)O)c(S)c(I)c1N2CCCCl.CCOC(=O)C(F)(F)F.CCOC(=O)C(F)(F)F.CCOC(=O)C(F)(F)F",
  "symbols": ["C", "C", "Cl", "C", "Cl", "C", "C", "C", "C", "N", "C", "C", "C", "S", "C", "C", "C", "C", "C", "C", "O", "O", "C", "S", "C", "I", "C", "N", "C", "C", "C", "Cl", "H", "H", "H", "H", "H", "H", "H", "H", "H", "H", "H", "H", "H", "H", "H", "H", "H", "H", "H", "H", "H", "H", "C", "C", "O", "C", "O", "C", "F", "F", "F", "H", "H", "H", "H", "H", "C", "C", "O", "C", "O", "C", "F", "F", "F", "H", "H", "H", "H", "H", "C", "C", "O", "C", "O", "C", "F", "F", "F", "H", "H", "H", "H", "H"],
  "coordinates": [[-3.5121, 5.7948, 0.0293], [-3.1945, 4.4696, -0.5835], [-3.8959, 4.3044, -2.1584], [-2.4528, 3.5121, -0.0308], [-1.7490, 3.8766, 1.5341], [-2.1035, 2.1549, -0.5087], [-2.9802, 1.3131, -1.1875], [-2.6344, 0.0179, -1.5573], [-3.6723, -0.7936, -2.2949], [-3.2049, -1.2097, -3.6119], [-1.3597, -0.4867, -1.2352], [-0.4757, 0.3767, -0.5929], [-0.8303, 1.6676, -0.2267], [1.1510, -0.1472, -0.1849], [1.4002, -1.3170, -1.4689], [2.7014, -1.5364, -1.8907], [3.0170, -2.4678, -2.8693], [4.4598, -2.6709, -3.2486], [5.4464, -2.6904, -2.0603], [4.8705, -3.3229, -0.8210], [4.4865, -4.4450, -0.7801], [4.8395, -2.5131, 0.2929], [1.9500, -3.1652, -3.4643], [2.3731, -4.3438, -4.7195], [0.6317, -2.9403, -3.0292], [-0.9081, -4.0201, -3.9425], [0.3295, -2.0236, -2.0113], [-1.0290, -1.8632, -1.5471], [-1.1413, -2.6543, -0.2552], [-2.5278, -3.1914, 0.0419], [-3.1256, -4.0117, -1.0855], [-4.8665, -4.3023, -0.7600], [-4.5239, 6.0932, -0.2288], [-2.8275, 6.5659, -0.3194], [-3.4650, 5.7392, 1.1100], [-3.9742, 1.6648, -1.4202], [-4.5678, -0.1727, -2.3828], [-3.9726, -1.6518, -1.7036], [-3.6489, -2.0615, -3.9196], [-3.3564, -0.4840, -4.2949], [-0.0975, 2.2667, 0.2884], [3.4921, -0.9539, -1.4338], [4.6122, -3.5699, -3.8275], [4.7347, -1.8478, -3.9098], [6.2847, -3.3209, -2.3550], [5.8785, -1.7179, -1.8498], [3.9429, -2.1821, 0.4218], [1.4688, -4.0297, -5.6523], [-0.4237, -3.4708, -0.3112], [-0.8377, -2.0196, 0.5775], [-3.2087, -2.3910, 0.3257], [-2.4630, -3.8522, 0.9072], [-3.0667, -3.4527, -2.0080], [-2.6467, -4.9775, -1.1860], [0.2937, 2.9795, 3.8297], [1.7998, 3.0859, 3.9034], [2.2441, 3.4304, 5.2340], [2.2972, 2.4359, 6.1034], [2.0224, 1.2890, 5.9120], [2.8235, 2.9597, 7.4535], [2.2208, 4.0988, 7.8070], [4.1405, 3.1966, 7.3733], [2.6186, 2.0613, 8.4120], [-0.1717, 3.9011, 4.1834], [-0.0270, 2.7991, 2.8000], [-0.0735, 2.1642, 4.4529], [2.1598, 3.8924, 3.2684], [2.2852, 2.1648, 3.5828], [5.2091, -0.0769, 8.7381], [5.3913, -1.3643, 9.5103], [4.7640, -2.4763, 8.8392], [5.4455, -3.0087, 7.8376], [6.5176, -2.6706, 7.4330], [4.6615, -4.2035, 7.2587], [3.3729, -3.8974, 7.0810], [4.7325, -5.2428, 8.1026], [5.1723, -4.5741, 6.0912], [4.1527, 0.1079, 8.5500], [5.6199, 0.7616, 9.2994], [5.7122, -0.1251, 7.7728], [4.9012, -1.3029, 10.4793], [6.4436, -1.5863, 9.6838], [-6.9231, 3.0639, -9.3756], [-5.4117, 3.0380, -9.3276], [-4.9237, 3.2258, -7.9818], [-4.9433, 2.1577, -7.2029], [-5.3173, 1.0591, -7.4863], [-4.3547, 2.5153, -5.8248], [-4.8563, 3.6582, -5.3525], [-3.0247, 2.6404, -5.9130], [-4.6240, 1.5566, -4.9390], [-7.3020, 3.9862, -8.9347], [-7.2651, 2.9999, -10.4078], [-7.3480, 2.2297, -8.8190], [-4.9942, 3.8642, -9.8980], [-5.0099, 2.1121, -9.7366]],
  "lowdin_charge": [-0.143, -0.720, 0.732, -0.573, 0.778, -0.239, 0.004, -0.112, -0.209, 0.024, -0.172, -0.431, -0.085, 1.064, -0.436, -0.072, -0.244, -0.149, -0.091, -0.523, 0.160, 0.066, -0.582, 0.775, -0.588, 1.036, -0.294, -0.039, -0.143, -0.254, -0.635, 0.549, 0.069, 0.091, 0.044, 0.095, 0.109, 0.079, 0.049, 0.055, 0.081, 0.116, 0.067, 0.130, 0.127, 0.116, 0.099, -0.157, 0.133, 0.111, 0.100, 0.116, -0.027, 0.061, -0.092, -0.184, 0.037, -0.405, 0.172, -0.548, 0.170, 0.165, 0.164, 0.081, -0.001, 0.085, 0.127, 0.127, -0.059, -0.190, 0.036, -0.404, 0.171, -0.552, 0.168, 0.165, 0.176, 0.070, 0.087, 0.082, 0.125, 0.125, -0.059, -0.191, 0.036, -0.404, 0.173, -0.549, 0.153, 0.170, 0.157, 0.084, 0.084, 0.078, 0.125, 0.126]
}